No. 1
C5H52NO22PS | the ωB97M-V functional and the def2-TZVPD basis

Last column: Löwdin charge in e.
Element x y z (Å)
O -0.4406 2.5478 1.6172  0.02
O 0.9109 0.0295 2.0452  -0.36
S -1.7916 -0.2566 0.7425  0.69
C -0.0036 2.5394 0.4734  -0.56
N 0.7440 1.5070 -0.0244  0.01
C -1.9593 -1.4646 2.1537  -0.40
C -0.6029 3.5325 -0.4579  0.01
C 1.1774 -2.7452 0.5053  -0.11
C 0.9818 -1.3757 -0.3117  -0.27
P 0.3216 0.0238 0.6804  0.48
H 0.6775 1.4571 -0.9967  0.02
H -2.9273 -1.3248 2.6764  0.00
H -2.0063 -2.4644 1.7928  0.01
H -1.1875 -1.4188 2.9013  0.04
H -0.0805 3.5127 -1.4633  0.09
H -1.6701 3.4620 -0.5962  0.09
H -0.4405 4.5754 -0.1610  0.08
H 1.7177 -2.6765 1.4651  0.06
H 1.7972 -3.5269 0.0629  0.06
H 0.2286 -3.2296 0.7773  0.04
H 1.9887 -1.2082 -0.7672  0.07
H 0.2739 -1.5610 -1.1032  0.03
O 1.7958 -5.2082 2.5608  -0.10
H 2.4219 -5.9107 2.1889  0.10
H 0.8579 -5.4254 2.2497  0.10
O -3.0444 -2.9819 4.9207  -0.11
H -3.1437 -2.0093 5.1813  0.07
H -3.9382 -3.4369 5.0546  0.07
O 2.2847 1.8819 -2.5788  -0.12
H 2.9678 1.2268 -2.2211  0.02
H 1.4135 1.3856 -2.7153  0.03
O -5.4539 0.0327 3.3181  -0.13
H -5.6744 -0.9213 3.0630  0.01
H -4.7666 0.0097 4.0602  0.06
O -0.9864 -4.8952 -0.6226  -0.14
H -1.1746 -4.1031 -1.2233  0.01
H -0.2666 -5.4572 -1.0584  0.07
O 4.5366 0.5153 -1.5385  -0.10
H 4.8612 1.1816 -0.8497  0.13
H 5.3416 0.1635 -2.0405  0.12
O 2.9078 -1.0650 -3.1954  -0.11
H 3.3688 -0.9012 -4.0811  0.12
H 3.3496 -0.4807 -2.4974  0.03
O 2.6127 -3.3743 4.4442  -0.14
H 1.8910 -3.1689 5.1229  0.06
H 2.1911 -3.8884 3.6815  -0.01
O -2.7676 6.5235 -0.4712  -0.14
H -2.3124 6.1080 0.3312  0.00
H -2.9242 7.5032 -0.2725  0.06
O 2.8716 4.3417 -1.7791  -0.15
H 2.4194 3.4645 -2.0021  -0.01
H 3.8633 4.2376 -1.9508  0.05
O 0.2547 -1.3329 -4.1345  -0.10
H 0.2699 -1.8044 -5.0296  0.13
H 1.1530 -1.4714 -3.6900  0.06
O 2.6986 -4.1907 -2.6242  -0.12
H 2.8115 -3.1864 -2.5744  0.02
H 3.2423 -4.5306 -3.4069  0.07
O -2.5720 3.1270 -2.9951  -0.12
H -3.2217 2.8986 -3.7364  0.08
H -1.7879 3.6189 -3.4037  0.02
O -0.2604 3.6807 -4.3693  -0.10
H -0.0594 4.6707 -4.4255  0.11
H -0.1033 3.2748 -5.2827  0.10
O -1.3970 5.8290 1.9685  -0.11
H -0.6192 5.1824 1.9940  0.07
H -2.0849 5.5214 2.6437  0.10
O -0.3352 0.9682 -2.9019  -0.11
H -0.4255 0.0874 -3.3916  0.04
H -0.9694 1.6318 -3.3274  0.06
O 0.7734 2.3228 4.4555  -0.13
H -0.0284 2.9385 4.4982  0.05
H 0.7868 1.8857 3.5430  0.02
O -1.3558 -2.7818 -2.5249  -0.12
H -0.7281 -2.1557 -3.0124  0.01
H -2.2854 -2.3834 -2.5558  0.10
O -5.5428 -2.8033 3.0290  -0.11
H -4.5838 -3.0244 2.7942  0.07
H -6.1446 -3.2498 2.3492  0.10
O 3.2150 0.1546 3.3516  -0.15
H 2.2714 0.1479 2.9865  -0.02
H 3.8154 -0.3084 2.6817  0.05

HOMO level (eV): -9.0899

=====

No. 2
C38H38FGeIrN7O3 | the ωB97M-V functional and the def2-TZVPD basis

Last column: Löwdin charge in e.
Element x y z (Å)
Ir 1.3522 -0.4074 -1.4474  1.07
F 1.1176 -0.6947 6.2074  0.06
C 0.2718 -1.2427 5.3028  -0.19
C 0.6374 -1.2881 3.9853  0.09
C -0.1984 -1.8933 3.0526  -0.04
C 0.2609 -1.9560 1.6313  -0.33
O 1.3704 -1.5369 1.3465  0.02
C -0.6470 -2.6360 0.7399  -0.02
C -1.7870 -3.1693 1.2514  0.04
N -2.2168 -3.0732 2.5368  0.00
C -3.4550 -3.6985 2.9295  -0.27
C -4.6065 -2.8247 3.3433  -0.10
C -4.6440 -3.5568 2.0351  -0.08
C -1.4090 -2.4512 3.4764  -0.12
C -1.7726 -2.3772 4.8251  0.06
C -0.9395 -1.7728 5.7479  -0.17
N -1.3473 -1.7461 7.1195  -0.12
C -1.0349 -0.5701 7.9211  -0.13
C -1.8845 -0.6384 9.2106  -0.07
N -2.9086 -1.7200 9.0302  0.04
C -2.2504 -3.0684 8.9404  -0.07
C -1.1276 -2.9651 7.8864  -0.11
C -0.4713 -2.8698 -0.7529  -0.58
O -1.0181 -3.8517 -1.2244  0.06
O 0.1593 -2.0116 -1.4816  -0.23
H 1.5814 -0.8789 3.6487  0.14
H -2.4324 -3.7169 0.5790  0.14
H -3.3290 -4.6443 3.4451  0.15
H -4.4439 -1.7560 3.3023  0.11
H -5.2417 -3.1679 4.1487  0.10
H -4.5282 -2.9689 1.1359  0.11
H -5.2918 -4.4150 1.9360  0.11
H -2.7184 -2.7806 5.1598  0.11
H -1.2824 0.3202 7.3463  0.14
H 0.0183 -0.5066 8.2033  0.12
H -2.4043 0.2936 9.4181  0.14
H -1.2959 -0.9136 10.0832  0.14
H -3.3618 -1.5540 8.1271  0.18
H -3.6101 -1.7013 9.7679  0.18
H -3.0217 -3.7834 8.6620  0.13
H -1.8780 -3.3134 9.9326  0.13
H -1.1678 -3.8241 7.2224  0.14
H -0.1454 -2.9657 8.3747  0.14
N 5.2107 1.1614 -4.3109  0.21
C 5.9139 1.3962 -3.1974  -0.50
N 7.1634 1.8677 -3.3161  0.18
N 5.4739 1.1711 -1.9674  0.13
C 4.2585 0.7060 -1.8490  -0.29
N 3.1876 0.2960 -1.7014  -0.02
H 5.5243 1.5071 -5.2005  0.12
H 4.2309 0.9324 -4.2417  0.10
H 7.5454 2.1541 -4.1977  0.11
H 7.6641 2.0735 -2.4701  0.12
C 0.3997 1.0078 -1.9877  -0.43
Ge 0.4410 1.7860 -3.7833  0.92
C -1.0966 2.9618 -4.0479  -0.29
C -0.9553 4.3420 -4.1746  -0.10
C -2.0662 5.1581 -4.3502  -0.09
C -3.3356 4.6012 -4.4015  -0.09
C -3.4930 3.2267 -4.2756  -0.09
C -2.3810 2.4158 -4.0996  -0.11
C 0.4525 0.4613 -5.2196  -0.28
C 1.1103 -0.7623 -5.0893  -0.11
C 1.1850 -1.6452 -6.1586  -0.08
C 0.6014 -1.3171 -7.3751  -0.09
C -0.0628 -0.1073 -7.5165  -0.09
C -0.1355 0.7745 -6.4453  -0.12
C 2.0551 2.8757 -4.0045  -0.29
C 2.7961 3.3463 -2.9217  -0.13
C 3.9144 4.1499 -3.1175  -0.10
C 4.3005 4.5011 -4.4037  -0.10
C 3.5672 4.0464 -5.4944  -0.10
C 2.4562 3.2379 -5.2930  -0.11
H -0.2878 1.4475 -1.2467  -0.01
H 0.0317 4.7901 -4.1403  0.09
H -1.9390 6.2287 -4.4503  0.10
H -4.2011 5.2358 -4.5426  0.10
H -4.4816 2.7874 -4.3197  0.10
H -2.5172 1.3425 -4.0134  0.11
H 1.5285 -1.0441 -4.1275  0.05
H 1.6853 -2.5976 -6.0362  0.10
H 0.6538 -2.0078 -8.2070  0.10
H -0.5306 0.1483 -8.4589  0.10
H -0.6671 1.7124 -6.5665  0.10
H 2.5043 3.0758 -1.9131  0.10
H 4.4805 4.5026 -2.2642  0.11
H 5.1636 5.1371 -4.5571  0.10
H 3.8563 4.3297 -6.4992  0.10
H 1.8964 2.8821 -6.1518  0.10

HOMO level (eV): -8.5870
Total charge: +1

=====

No. 3
C24H21IrN9O2S | the ωB97M-V functional and the def2-TZVPD basis

Last column: Löwdin charge in e.
Element x y z (Å)
Ir 0.4335 -0.6232 1.5846  1.23
N -1.0910 2.8248 3.6930  0.09
C -0.4449 1.9819 2.8617  -0.84
S 0.3889 0.6343 3.6193  0.64
N -0.4944 2.2263 1.5883  0.01
N 0.1780 1.2920 0.8178  -0.16
C 0.6803 1.6969 -0.3101  -0.19
C 0.8079 3.1047 -0.7231  -0.18
C 1.2757 4.0803 0.1567  -0.02
C 1.4417 5.3810 -0.2842  -0.06
C 1.1244 5.7237 -1.5926  -0.06
C 0.6578 4.7572 -2.4720  -0.06
C 0.5142 3.4480 -2.0423  -0.03
C 1.2471 0.6854 -1.1896  -0.18
C 2.5226 0.7165 -1.6823  0.00
C 3.3636 -0.3939 -1.8794  -0.07
C 3.3536 -1.5374 -1.0698  -0.10
C 2.8088 -1.6384 0.2025  -0.23
N 2.2560 -0.6871 0.9592  -0.05
H -0.9627 2.7419 4.6849  0.09
H -1.4804 3.6734 3.3171  0.11
H 1.5233 3.8139 1.1741  0.12
H 1.8207 6.1326 0.3952  0.11
H 1.2477 6.7446 -1.9282  0.11
H 0.4136 5.0210 -3.4920  0.11
H 0.1687 2.6874 -2.7324  0.12
H 2.9109 1.7114 -1.8804  0.14
H 4.1436 -0.3126 -2.6266  0.11
H 3.9465 -2.3874 -1.3841  0.11
H 2.9227 -2.5923 0.7276  0.11
C 0.2806 -1.9002 -3.1096  0.07
C -0.2393 -1.1830 -1.9179  -0.31
O 0.5682 -0.5707 -1.1114  -0.03
N -1.5001 -1.2421 -1.5861  0.18
C -2.1772 -0.3782 -0.6050  -0.05
C -2.5710 -1.0393 0.6933  -0.24
C -3.8426 -1.5687 0.8165  0.00
C -4.2330 -2.1581 2.0103  -0.01
C -3.3321 -2.1862 3.0560  -0.01
C -2.0788 -1.6328 2.8686  -0.13
N -1.7002 -1.0672 1.7172  -0.05
H 1.3378 -1.6816 -3.2260  0.09
H -0.2708 -1.5990 -4.0007  0.11
H 0.1374 -2.9757 -2.9764  0.08
H -2.0682 -1.8990 -2.1083  0.17
H -3.0826 -0.0258 -1.0981  0.14
H -1.5453 0.4826 -0.4186  0.11
H -4.5262 -1.5133 -0.0200  0.12
H -5.2233 -2.5791 2.1167  0.12
H -3.5807 -2.6272 4.0102  0.12
H -1.3400 -1.6374 3.6571  0.09
O 0.6588 -2.6789 2.0030  -0.29
N -0.0474 -3.1498 1.0107  -0.06
C 0.3272 -4.2320 0.4082  -0.29
C 1.4899 -4.9965 0.7449  -0.16
N 2.4476 -5.5789 0.9944  0.20
C -0.4800 -4.5577 -0.7303  -0.16
N -1.0871 -4.7308 -1.6916  0.17

HOMO level (alpha / beta) (eV): -9.7692 / -10.8262
Multiplicity: 5
Total charge: +1

=====

One value per record, in order, for DFT total energy: -72688.495 -118659.890 -56395.606 eV.